This record from OMol25 describes C9H21NO2S2 as an isolated structure at a distorted geometry. The level of theory is the ωB97M-V functional and the def2-TZVPD basis.

```
35
Properties=species:S:1:pos:R:3:forces:R:3:mulliken_charge:R:1
C -0.2090 2.6180 3.5671 1.1727 2.1312 1.4981 -0.908
C 0.4335 1.1978 3.4223 0.6072 0.7372 -3.3860 -0.452
C 0.3115 0.4821 1.8970 -0.5802 -0.0878 1.9379 -0.140
C 1.0639 -0.8788 2.0358 -0.5494 -2.4236 0.4783 -0.486
C 1.0454 -1.7148 0.6268 3.2905 -1.1346 2.1779 -0.227
C -0.2104 -2.5694 0.2926 -1.1948 -2.5653 -0.3487 -0.789
C -1.4800 -1.9247 -0.5032 0.3764 3.2516 0.9834 -0.170
C -1.3815 -1.8078 -2.1390 -5.7575 0.8880 -0.4931 -0.251
C 0.0383 0.0045 -3.6361 0.6473 0.6136 -0.8842 -0.964
H -1.3686 2.7136 4.0198 3.3862 -0.4024 -1.3835 0.250
H 0.6118 3.2161 4.3160 -2.7800 -1.3696 -1.6164 0.242
H -0.0619 3.2186 2.6021 -0.7227 -0.8666 1.2540 0.255
H -0.1453 0.5221 4.0225 0.5416 -0.5462 0.7253 0.303
H 1.5843 1.2750 3.5885 -2.2247 -0.4374 0.2417 0.289
H -0.8153 0.3206 1.6848 1.7902 0.0859 0.3412 0.111
H 0.7213 1.0115 0.9905 -0.1971 -0.0251 1.2519 0.146
H 0.4057 -1.7114 2.8269 2.1849 2.7362 -1.9666 0.102
H 2.2739 -0.7717 2.4722 -3.7708 -0.1886 -1.3189 0.249
H 2.1235 -2.2977 0.8339 -3.1584 0.2778 -0.8139 0.220
H 1.3925 -1.1473 -0.2070 -0.2790 1.0012 -0.5330 0.171
H -0.5428 -3.0307 1.3185 0.0922 0.9719 -1.8946 0.317
H -0.0610 -3.5527 -0.3720 0.6071 2.0182 1.4701 0.241
H -2.4278 -2.4500 -0.2415 0.8735 0.2377 -0.1904 0.434
H -1.5962 -0.7676 -0.0179 0.1523 -3.0495 -1.6651 -0.093
H -1.7354 -0.7069 -2.6634 -0.6337 -3.3129 2.6096 0.069
H -2.1784 -2.6896 -2.7797 2.6674 2.3968 2.1435 0.288
H -1.0055 0.2755 -3.9376 0.8123 -0.4620 0.2372 0.469
H 0.6294 0.0131 -4.6193 -0.2989 0.0249 1.7831 0.396
H -0.5273 3.1166 -3.5126 3.6173 -1.4788 -0.5144 0.361
H 1.3177 3.2535 -3.3826 -2.1711 -1.3603 -0.7676 0.330
N 0.4927 2.5699 -3.6456 -1.1060 3.6854 2.8478 -0.671
O -0.9922 1.3281 -1.8648 3.4882 1.9734 0.9626 -0.568
O 1.7252 1.0656 -1.8161 -2.1592 1.9593 0.1737 -0.546
S 0.1493 -1.5842 -2.7782 3.6286 -0.2176 -1.8247 -0.110
S 0.4187 1.4033 -2.4007 -2.3522 -5.0618 -3.5160 1.132
```
Positions in Å, forces in eV/Å.

Computed properties:
E_HOMO   -0.3087 Ha
Lowest unoccupied orbital energy   -0.06 eV
Relative energy (zero: lowest compared OMol25 entry of this formula, charge and spin)   184.1 kcal per mole
Maximum force   6.60 eV/A
Multiplicity   1
Gap between HOMO and LUMO   8.3 eV
E_tot   -36920.90946 eV

This record from OMol25 describes C9H22AuClI2N2P2 as an isolated structure at a distorted geometry. The level of theory is the ωB97M-V functional and the def2-TZVPD basis.

```
39
Properties=species:S:1:pos:R:3:forces:R:3:mulliken_charge:R:1
I -0.0288 0.2091 -2.7445 0.0403 0.2431 0.0241 -0.072
I -0.0139 3.3126 -2.7797 0.0088 0.3279 -0.2389 0.351
Au -0.0299 0.5906 -0.0941 0.0658 -0.2200 0.2160 1.088
P -2.3423 0.8126 -0.0241 -0.6457 -0.0192 0.3650 0.459
C -3.1095 0.7678 -1.6706 -0.1611 -0.4182 0.0896 -1.087
C -3.0327 -0.3862 1.1572 -0.1956 -0.0612 -0.0401 -1.100
H -4.0688 -0.1309 1.4095 0.1212 -0.0535 -0.2088 0.465
H -3.7958 2.4656 0.8489 0.2138 0.2529 -0.0954 0.462
H -2.4518 -0.3486 2.0885 -0.0468 0.1102 -0.3395 0.318
H -2.1330 2.6534 1.5005 -0.2009 0.1344 -0.3300 0.352
H -2.8102 -0.1304 -2.2206 -0.2326 0.1456 0.1823 0.345
H -2.9874 -1.4071 0.7628 -0.0231 0.2213 -0.0283 0.330
C -2.7267 2.4648 0.5961 -0.0728 -0.2473 0.0848 -1.090
H -4.1993 0.8066 -1.6236 0.0387 0.0780 0.1282 0.439
H -2.5152 3.1834 -0.2097 -0.0786 -0.0503 0.4671 0.288
H -2.7368 1.6348 -2.2263 -0.1715 -0.1064 0.0957 0.296
P 2.2882 0.7773 0.0039 0.8811 0.0370 0.3382 0.497
C 3.0715 0.7182 -1.6380 0.1707 -0.3602 0.0527 -1.082
C 2.6827 2.4297 0.6182 0.0256 -0.2132 0.0867 -1.096
H 2.3766 -0.3828 2.1144 0.0956 0.1455 -0.2675 0.314
H 4.0168 -0.1198 1.4848 -0.2022 -0.0365 -0.2361 0.467
H 2.9744 -1.4199 0.8152 0.0611 0.1452 -0.0701 0.324
C 2.9921 -0.3995 1.2066 0.0430 -0.0779 -0.1212 -1.089
H 2.0704 2.6224 1.5082 0.2150 0.1537 -0.2843 0.357
H 3.7461 2.4302 0.8947 -0.2323 0.2254 -0.1292 0.460
H 4.1623 0.7572 -1.5815 -0.0901 0.0129 0.1361 0.437
H 2.7185 1.5820 -2.2106 0.1147 -0.0552 0.1483 0.295
H 2.4847 3.1483 -0.1894 0.0836 -0.0274 0.4271 0.290
H 2.7676 -0.1737 -2.1945 0.2525 0.0801 0.2152 0.339
Cl -0.0135 0.9029 2.2699 -0.0638 0.1197 -0.9302 -0.408
N 0.0435 -3.7894 1.0360 -0.1393 -0.1204 -0.7056 -0.045
C 0.1262 -4.1299 -0.3106 -0.0496 1.1212 0.4667 -0.704
C 0.1355 -2.9193 -0.9600 0.0861 -0.0421 0.0445 -0.390
N 0.0660 -1.8963 -0.0470 -0.3007 0.0456 0.9745 0.356
C -0.0173 -2.4464 1.1580 0.3827 -0.6432 -0.5659 -0.531
H 0.0074 -4.4336 1.8038 -0.0124 -0.2388 0.1378 0.235
H 0.1582 -5.1412 -0.6699 0.0288 -0.0688 0.0749 0.405
H 0.1967 -2.6526 -2.0136 -0.0020 -0.5872 0.2797 0.286
H -0.0724 -1.9622 2.1312 -0.0076 0.0471 -0.4439 0.440
```
Positions in Å, forces in eV/Å.

Computed properties:
E_HOMO (spin up / spin down)   -0.5528 / -0.5527 Ha
Lowest unoccupied orbital energy (spin up / spin down)   -8.28 / -10.66 eV
Relative energy (zero: lowest compared OMol25 entry of this formula, charge and spin)   0.0 kcal per mole
Charge   +2
Maximum force   1.22 eV/A
Multiplicity   3
Gap between HOMO and LUMO (spin up / spin down)   6.8 / 4.4 eV
E_tot   -63649.55083 eV

This record from OMol25 describes a 3-piece molecular cluster, C9H22B3NO12S2 overall at a distorted geometry. The level of theory is the ωB97M-V functional and the def2-TZVPD basis.

```
49
Properties=species:S:1:pos:R:3:forces:R:3:mulliken_charge:R:1
C -2.7443 1.5318 0.0929 0.2553 0.0674 1.1299 -0.418
O -1.9975 1.0193 -1.0696 -1.5279 -0.9933 1.2830 -0.306
C -2.1409 -0.4460 -1.2120 1.1873 -1.2727 -0.5426 -0.527
C -1.2224 -1.3011 -0.1142 0.1636 0.2438 -0.1083 1.654
C -1.9482 -2.7205 0.3475 0.0953 -0.0572 -0.7599 -0.720
B -1.8702 -2.9916 1.9847 0.1580 -1.1429 1.2004 0.576
O -3.0795 -3.3475 2.8087 2.3088 4.4220 -0.0624 -0.424
B -3.2348 -2.1517 3.7107 2.2663 -2.0197 0.3511 0.464
O -2.0726 -1.6008 4.4910 -0.2057 -0.9858 -4.6383 -0.505
B -0.8660 -1.6167 3.5906 -0.6096 -1.2678 0.4570 0.520
C 0.0887 -0.2698 3.4768 0.4597 0.3891 0.3601 -0.022
N 1.5442 -0.6390 3.1635 -0.0530 0.3888 1.4784 -0.634
O -0.6017 -2.8614 2.7858 -3.4262 3.4258 -0.2853 -0.318
H -2.9407 2.7053 0.0114 0.3742 -2.7095 -0.2441 0.181
H -2.0991 1.3875 1.0794 -1.2795 0.2383 -1.8897 0.065
H -3.7478 0.9391 0.2592 1.8250 1.2845 -0.4944 0.297
H -3.2662 -0.8142 -1.1727 2.1604 1.0270 -0.0059 0.329
H -1.6706 -0.7119 -2.2759 -1.3078 0.7674 2.2728 0.134
H -1.0217 -0.5664 0.7743 -0.3912 -1.5415 -1.4784 -0.942
H -0.1810 -1.6016 -0.6003 -2.5950 1.1234 1.3910 -0.207
H -3.0623 -2.7208 -0.0561 2.2219 -0.1199 1.0403 0.200
H -1.3806 -3.5855 -0.2439 -1.2319 1.7270 1.3466 0.230
H -4.3223 -1.6771 3.7943 0.2035 -0.0092 0.2434 -0.097
H -0.2942 0.4435 2.6009 0.6400 -1.5289 1.8616 -0.273
H 0.0962 0.3582 4.4651 -0.6229 -1.1154 -1.7449 0.328
H 1.8426 -1.4587 3.7642 -0.6001 1.2636 -0.9635 0.224
H 2.1203 0.1686 3.5243 -0.7120 -1.2493 -0.6577 0.266
O 2.0780 -3.9290 -1.6999 -1.0001 1.5121 -1.0151 -0.582
S 1.6491 -2.7786 -2.4640 0.3790 -0.4579 0.1978 1.071
O 0.3092 -2.2433 -2.3956 1.7265 -0.9316 -0.2588 -0.461
O 2.0249 -3.0388 -4.0289 -0.0325 -0.0164 1.1175 -0.313
C 2.8890 -2.0013 -4.4894 0.1672 0.6964 -0.2034 -0.353
C 3.6535 -1.5296 -3.2553 0.5624 -0.3611 -0.3877 -0.349
O 2.7042 -1.5648 -2.1922 -1.1053 -0.4858 -0.3183 -0.270
H 2.2684 -1.1980 -4.8994 0.1051 -0.0366 0.0202 0.274
H 3.5561 -2.3786 -5.2690 -0.2179 -0.1506 0.2100 0.310
H 4.0594 -0.5225 -3.3766 -0.2688 -0.1044 0.1971 0.315
H 4.4652 -2.2213 -3.0063 -0.0341 0.0868 -0.0924 0.296
O 2.4747 6.2680 -0.9229 -0.0306 -1.4556 1.2564 -0.535
S 2.2211 5.1688 -0.0182 0.3165 0.2625 -0.0266 1.062
O 3.1029 4.8290 1.0743 -1.0476 0.7067 -1.3978 -0.529
O 1.9564 3.8286 -0.9079 0.0985 1.1325 0.3358 -0.312
C 0.6636 3.3057 -0.6073 -0.5765 -0.4064 0.3581 -0.148
C -0.1750 4.5092 -0.1852 -0.2638 -0.1737 -0.6903 -0.228
O 0.7091 5.3332 0.5712 1.0500 -0.3593 -0.0082 -0.347
H 0.7682 2.5904 0.2149 -0.0831 0.0234 -0.0837 0.221
H 0.2456 2.7970 -1.4801 0.2234 0.1389 0.1034 0.278
H -1.0425 4.2228 0.4140 0.3066 0.1436 0.0993 0.202
H -0.5082 5.0825 -1.0567 -0.0313 -0.1184 0.0464 0.321
```
Positions in Å, forces in eV/Å.

Computed properties:
E_HOMO   -0.3528 Ha
Lowest unoccupied orbital energy   0.24 eV
Maximum force   4.99 eV/A
Multiplicity   1
Gap between HOMO and LUMO   9.8 eV
E_tot   -59449.37967 eV

This record from OMol25 describes C9H22ClHfI2N2P2 as an isolated structure at a distorted geometry. The level of theory is the ωB97M-V functional and the def2-TZVPD basis.

```
39
Properties=species:S:1:pos:R:3:forces:R:3:mulliken_charge:R:1
I 0.3437 1.1479 -4.3201 -0.7027 0.8885 1.2461 0.378
I -0.4510 2.7970 -2.0666 0.6077 0.1363 -1.6120 0.061
Hf -0.0165 0.4120 -0.6503 0.2728 -3.7275 1.3687 0.665
P -2.7961 0.1331 -0.6343 -2.2756 0.7268 0.3886 0.620
C -3.7885 1.2306 0.5477 0.8875 0.5457 0.2157 -1.094
C -3.3194 0.5063 -2.3682 0.6490 -0.0112 -0.1711 -0.944
H -4.3749 0.4491 -2.6210 -0.1908 -0.1270 0.4865 0.408
H -4.4003 -1.8161 -0.2939 -0.5256 0.6376 -0.2549 0.447
H -2.7998 -0.1936 -3.0292 -0.0441 -0.2210 0.0846 0.329
H -2.8175 -2.2563 -0.8420 0.1057 -0.1125 -0.2335 0.351
H -3.5120 2.2825 0.3644 -0.0609 -0.2749 -0.0617 0.329
H -2.9586 1.4876 -2.6875 -0.2413 0.0127 0.2806 0.276
C -3.3580 -1.5456 -0.2257 1.0001 -0.5143 0.0938 -1.164
H -4.8910 1.2213 0.5922 0.4269 -0.5862 -0.6966 0.420
H -3.0553 -1.7719 0.7940 0.0873 0.1257 0.2363 0.351
H -3.4694 1.0276 1.5867 0.0561 -0.1559 -0.4496 0.327
P 2.7941 0.1395 -0.6400 2.2472 1.0130 0.3690 0.540
C 3.7455 1.2488 0.5654 -1.0959 0.5408 0.1984 -1.101
C 3.3963 -1.5268 -0.2288 -0.8970 -0.5916 -0.0051 -1.121
H 2.8194 -0.1718 -3.0446 0.1391 -0.2098 0.2215 0.293
H 4.3893 0.4749 -2.6270 0.2197 -0.1275 0.5603 0.414
H 2.9717 1.5015 -2.6981 0.1177 0.1409 0.3770 0.371
C 3.3338 0.5233 -2.3723 -0.6400 -0.1202 -0.1920 -1.041
H 2.8634 -2.2458 -0.8411 -0.1060 -0.1648 -0.2476 0.347
H 4.4470 -1.7571 -0.3371 0.4259 0.6333 -0.2552 0.446
H 4.8400 1.2703 0.6671 -0.2463 -0.6736 -0.7613 0.412
H 3.3773 1.0227 1.5809 -0.0265 -0.1098 -0.3454 0.326
H 3.1428 -1.7871 0.7964 -0.1102 0.2453 0.2240 0.352
H 3.4559 2.2963 0.3850 0.0159 -0.2662 -0.0804 0.348
Cl 0.0049 -1.8233 -1.3184 -0.0258 1.0818 -0.2576 -0.238
N -0.1511 0.1073 3.6313 -0.1559 0.3727 -0.7151 0.004
C 0.2232 -1.2744 3.5582 -0.4838 1.7835 -0.8919 -0.599
C 0.2922 -1.5549 2.2068 -0.5121 1.8358 0.6019 -0.499
N -0.0442 -0.3849 1.4598 0.1045 1.4216 0.9834 0.732
C -0.2891 0.5846 2.3835 0.0731 0.4236 0.0090 -0.414
H -0.3441 0.7484 4.4444 0.4635 -1.4464 -0.7529 0.307
H 0.3763 -1.7881 4.5032 0.0367 -0.2938 -0.5398 0.440
H 0.5403 -2.4005 1.6245 0.1841 -0.9670 0.0755 0.577
H -0.5204 1.6860 2.1545 0.2199 -1.8643 0.5027 0.339
```
Positions in Å, forces in eV/Å.

Computed properties:
E_HOMO   -0.6952 Ha
Lowest unoccupied orbital energy   -13.21 eV
Charge   +3
Maximum force   3.98 eV/A
Multiplicity   1
Gap between HOMO and LUMO   5.7 eV
E_tot   -61253.09317 eV

Number 1 is which compound? C9H21NO2S2